<i>
A single C5H10O2S molecule, computed with wB97M-V/def2-TZVPD.

Output
**Orbital gap**: 9.845 eV
**Charge**: 0
**SMILES string**: C[C@]1(CS)COCO1

```
18
C5H10O2S | OMol25 | wB97M-V/def2-TZVPD
C -0.208 -1.395 -0.661
C 0.110 -0.070 0.040
C 1.405 -0.073 0.857
S 2.897 -0.500 -0.048
C -1.015 0.430 0.943
O -1.912 0.983 -0.013
C -1.136 1.608 -0.998
O 0.142 1.040 -0.890
H 0.605 -1.775 -1.266
H -1.042 -1.267 -1.389
H -0.448 -2.197 0.056
H 1.283 -0.736 1.717
H 1.545 0.918 1.272
H 2.727 -1.839 -0.039
H -0.706 1.206 1.658
H -1.591 -0.327 1.479
H -1.613 1.317 -1.948
H -1.044 2.679 -0.771
```



<ii>
A single C5H10O2S molecule, computed with wB97M-V/def2-TZVPD.

Output
**Orbital gap**: 9.111 eV
**Charge**: 0
**SMILES string**: C1COCOCSC1

```
18
C5H10O2S | OMol25 | wB97M-V/def2-TZVPD
C 0.415 1.381 0.488
C -0.919 1.239 -0.312
O -0.992 0.088 -1.066
C -1.493 -1.040 -0.495
O -0.752 -1.382 0.595
C 0.562 -1.786 0.389
S 1.651 -0.872 -0.742
C 1.686 0.763 -0.105
H 0.539 2.426 0.698
H 0.163 0.950 1.503
H -1.703 1.136 0.409
H -1.136 2.093 -0.968
H -1.523 -1.829 -1.278
H -2.533 -0.876 -0.207
H 0.902 -1.717 1.423
H 0.534 -2.784 0.030
H 2.080 1.380 -0.953
H 2.517 0.829 0.591
```



Most stable to least stable, the ends of the list are <i> and <ii>.



<i>
2 unconnected molecules or ions with the total composition C3H4ClNO2S, computed with wB97M-V/def2-TZVPD.

Output
**Orbital gap**: 8.374 eV
**Charge**: 0

```
12
C3H4ClNO2S | OMol25 | wB97M-V/def2-TZVPD
C -0.987 -0.562 -1.435
C 0.720 1.500 -0.511
C 0.701 0.230 1.613
N 0.606 1.273 0.639
O 0.745 1.950 -1.610
O -0.361 -2.535 -0.013
S -1.520 -1.700 -0.303
Cl -2.133 0.550 -2.048
H -0.080 -0.481 -1.940
H 1.016 -0.822 1.160
H 1.538 0.567 2.359
H -0.246 0.029 2.088
```



<ii>
2 unconnected molecules or ions with the total composition C3H4ClNO2S, computed with wB97M-V/def2-TZVPD.

Output
**Orbital gap (spin up / spin down)**: 7.135 / 7.193 eV
**Charge**: 0

```
12
C3H4ClNO2S | OMol25 | wB97M-V/def2-TZVPD
C 1.318 -1.861 -0.453
C 0.796 0.950 0.792
C -1.187 -0.770 -0.469
N 2.229 -2.440 -0.094
O -0.260 1.315 -1.770
O -1.725 1.642 0.142
S -0.599 0.918 -0.419
Cl -1.946 -1.454 0.825
H 0.729 -0.108 1.293
H 1.653 0.885 0.136
H 0.691 1.863 1.463
H -1.699 -0.941 -1.447
```



Most stable to least stable, the ends of the list are <i> and <ii>.



<i>
A molecular structure, C4H4O2, computed with wB97M-V/def2-TZVPD.

Output
**Orbital gap**: 8.818 eV
**Charge**: 0

```
10
C4H4O2 | OMol25 | wB97M-V/def2-TZVPD
O 1.076 1.543 1.537
C 0.101 1.060 1.085
O 0.164 -0.168 0.385
C 1.471 -0.934 -0.605
C -0.933 -0.571 -0.246
C -2.052 -0.768 -0.626
H -0.938 1.420 1.114
H 1.981 0.024 -0.818
H 1.997 -1.358 0.273
H -2.946 -1.058 -1.130
```



<ii>
A single C4H4O2 molecule, computed with wB97M-V/def2-TZVPD.

Output
**Orbital gap**: 10.533 eV
**Charge**: 0
**SMILES string**: COC#CC=O

```
10
C4H4O2 | OMol25 | wB97M-V/def2-TZVPD
C -1.956 0.314 -0.143
O -0.943 0.905 -0.990
C 0.235 0.518 -0.629
C 1.277 0.092 -0.190
C 2.381 -0.595 0.428
O 2.254 -1.210 1.465
H -2.893 0.807 -0.394
H -2.012 -0.759 -0.347
H -1.692 0.481 0.904
H 3.348 -0.555 -0.103
```



<iii>
2 unconnected molecules or ions with the total composition C4H4O2, computed with wB97M-V/def2-TZVPD.

Output
**Orbital gap (spin up / spin down)**: 8.358 / 7.768 eV
**Charge**: 0

```
10
C4H4O2 | OMol25 | wB97M-V/def2-TZVPD
C -1.980 0.746 -0.501
C -1.543 1.680 0.352
C -0.554 0.585 -0.477
C 0.440 -0.446 -0.528
O -2.873 -0.979 0.136
O -0.263 1.901 -0.158
H -1.798 2.065 1.255
H 1.399 -0.240 0.001
H 0.449 -0.904 -1.497
H 0.297 -1.471 0.040
```



<iv>
A single C4H4O2 molecule, computed with wB97M-V/def2-TZVPD.

Output
**Orbital gap**: 9.762 eV
**Charge**: 0
**SMILES string**: C#C[C@@H](O)C=O

```
10
C4H4O2 | OMol25 | wB97M-V/def2-TZVPD
C -2.010 0.591 -0.862
C -1.184 0.027 0.055
C 0.185 0.060 0.736
O 0.600 -1.131 1.332
C 1.225 0.126 -0.408
O 1.822 -0.956 -0.774
H -3.075 0.846 -0.993
H 0.421 1.002 1.213
H 0.615 -1.948 0.485
H 1.401 1.383 -0.784
```



Most stable to least stable, the ends of the list are <ii> and <iii>.



<i>
A single C4H4O2 molecule, computed with wB97M-V/def2-TZVPD.

Output
**Orbital gap**: 9.241 eV
**Charge**: 0
**SMILES string**: C=COC=C=O

```
10
C4H4O2 | OMol25 | wB97M-V/def2-TZVPD
C -1.581 -0.880 -0.101
C -0.277 -0.908 0.118
O 0.618 -0.501 -0.849
C 1.391 0.550 -0.399
C 0.897 1.592 0.243
O 0.542 2.525 0.858
H -1.956 -0.560 -1.066
H -2.292 -1.132 0.678
H 0.198 -1.181 1.057
H 2.460 0.496 -0.540
```



<ii>
A single C4H4O2 molecule, computed with wB97M-V/def2-TZVPD.

Output
**Orbital gap**: 11.026 eV
**Charge**: 0
**SMILES string**: C#C[C@@H](O)C=O

```
10
C4H4O2 | OMol25 | wB97M-V/def2-TZVPD
C -1.443 1.490 0.704
C -0.997 0.472 0.239
C -0.204 -0.691 -0.213
O -0.156 -0.872 -1.593
C 1.181 -0.352 0.339
O 2.091 -0.086 -0.406
H -1.838 2.396 1.108
H -0.578 -1.608 0.262
H 0.680 -0.464 -1.881
H 1.264 -0.285 1.440
```



Most stable to least stable, the ends of the list are <ii> and <i>.



<i>
2 unconnected molecules or ions with the total composition C3H8NO, computed with wB97M-V/def2-TZVPD.

Output
**Orbital gap**: 6.440 eV
**Charge**: +1

```
13
C3H8NO | OMol25 | wB97M-V/def2-TZVPD
C -1.685 1.068 -0.441
C 2.016 0.440 0.327
C -1.297 -1.235 0.120
N -0.936 0.086 -0.308
O 3.039 0.357 -0.459
H -2.801 0.996 -0.434
H -1.132 1.994 -0.806
H 1.948 0.400 1.480
H -2.271 -1.464 -0.213
H -0.573 -1.948 -0.443
H -1.288 -1.526 1.231
H 1.114 0.727 -0.138
H 3.868 0.106 0.084
```



<ii>
A gas-phase ion, C3H8NO (charge +1), computed with wB97M-V/def2-TZVPD.

Output
**Orbital gap**: 12.145 eV
**Charge**: +1
**SMILES string**: C[C@@]1([NH3+])CO1

```
13
C3H8NO | OMol25 | wB97M-V/def2-TZVPD
C 1.486 0.264 0.420
C 0.002 0.071 0.142
N -0.550 0.441 -1.277
C -0.981 -0.867 0.786
O -0.890 0.476 1.184
H 2.092 0.372 -0.407
H 1.808 -0.593 0.999
H 1.628 1.166 1.088
H -1.421 0.764 -1.002
H -0.574 -0.396 -1.821
H 0.040 1.195 -1.718
H -1.913 -1.092 0.265
H -0.727 -1.801 1.341
```



<iii>
A gas-phase ion, C3H8NO (charge +1), computed with wB97M-V/def2-TZVPD.

Output
**Orbital gap**: 10.972 eV
**Charge**: +1
**SMILES string**: CO[C@H]1C[NH2+]1

```
13
C3H8NO | OMol25 | wB97M-V/def2-TZVPD
C 2.085 0.080 0.087
O 0.925 -0.074 -0.731
C -0.417 -0.404 0.209
C -1.346 0.694 0.237
N -1.606 -0.491 -0.625
H 2.329 1.091 0.405
H 2.927 -0.452 -0.425
H 1.947 -0.329 1.032
H -0.015 -1.085 1.075
H -1.864 0.896 1.144
H -1.258 1.572 -0.356
H -2.192 -1.314 -0.437
H -1.515 -0.185 -1.614
```



<iv>
2 unconnected molecules or ions with the total composition C3H8NO, computed with wB97M-V/def2-TZVPD.

Output
**Orbital gap**: 8.914 eV
**Charge**: +1

```
13
C3H8NO | OMol25 | wB97M-V/def2-TZVPD
C 2.631 0.189 0.124
N 1.600 -0.410 -0.304
H 3.612 -0.251 0.007
H 2.512 1.134 0.551
H 0.599 -0.028 -0.499
H 1.778 -1.346 -0.666
C -2.447 -0.464 0.487
C -1.471 0.419 0.441
O -0.738 0.616 -0.750
H -3.046 -0.614 1.356
H -2.675 -0.970 -0.443
H -1.073 1.031 1.237
H -1.281 0.695 -1.540
```



Most stable to least stable, the ends of the list are <iv> and <i>.